(1)
89
Properties=species:S:1:pos:R:3:mulliken_charge:R:1 method="wB97M-V/def2-TZVPD" lumo_energy_ev="-6.23 / -6.23" e_tot_ev=-83368.8618 charge=+2
Sc -0.37 0.04 0.06 -2.34
P -0.03 -2.40 -0.41 1.43
P -0.03 2.48 -0.18 1.39
N 0.20 0.11 -2.02 0.19
C 0.02 -2.38 -2.25 -0.90
H 0.53 -3.26 -2.68 0.34
H -1.02 -2.38 -2.63 0.61
C 0.72 -1.08 -2.72 -1.14
H 1.82 -1.14 -2.57 0.27
H 0.59 -0.98 -3.81 0.58
C 0.72 1.36 -2.60 -1.09
H 0.60 1.37 -3.70 0.58
H 1.82 1.40 -2.44 0.29
C 0.03 2.61 -2.01 -0.90
H -1.01 2.65 -2.39 0.59
H 0.53 3.53 -2.35 0.36
C 1.50 3.26 0.44 0.51
C 1.79 2.90 1.90 -1.17
H 2.80 3.24 2.19 0.48
H 1.75 1.82 2.05 -0.33
H 1.07 3.36 2.58 0.23
C -1.63 3.21 0.40 0.48
C -1.78 3.23 1.92 -1.13
H -2.80 3.51 2.22 0.59
H -1.10 3.96 2.39 0.25
H -1.61 2.25 2.37 -0.04
C -1.62 -3.23 0.08 0.64
C -1.73 -3.44 1.59 -1.46
H -2.77 -3.71 1.86 0.52
H -1.49 -2.54 2.17 0.10
H -1.08 -4.24 1.96 0.31
C 1.49 -3.32 0.05 0.37
C 1.77 -3.12 1.53 -0.69
H 2.78 -3.48 1.80 0.45
H 1.03 -3.64 2.18 0.18
H 1.72 -2.07 1.74 -0.34
C 1.93 -0.06 0.08 0.62
O 3.09 -0.02 0.04 -0.33
C -1.93 4.55 -0.26 -1.53
H -1.26 5.33 0.10 0.30
H -1.85 4.49 -1.35 0.36
H -2.96 4.86 -0.03 0.46
C -1.93 -4.49 -0.72 -1.48
H -2.96 -4.82 -0.52 0.46
H -1.85 -4.32 -1.80 0.35
H -1.25 -5.31 -0.45 0.28
C 1.46 -4.79 -0.28 -1.61
H 2.46 -5.21 -0.10 0.47
H 0.77 -5.33 0.37 0.32
H 1.20 -4.98 -1.33 0.34
C 1.47 4.77 0.24 -1.58
H 0.77 5.25 0.93 0.31
H 2.47 5.17 0.45 0.47
H 1.20 5.04 -0.78 0.37
H 2.32 2.83 -0.16 0.48
H 2.31 -2.82 -0.49 0.43
H -2.40 2.50 0.04 0.23
H -2.40 -2.50 -0.20 0.19
H -2.64 -0.19 -1.16 0.33
H -2.85 -0.05 -0.42 -0.23
C -2.74 -0.40 2.71 -1.06
N -1.74 -0.06 3.71 0.35
C -2.38 0.07 5.04 -1.01
P -0.04 -0.18 3.53 -0.73
O 0.09 0.26 2.05 1.17
N 0.38 0.75 4.85 0.59
C 0.30 2.20 4.84 -0.88
C 0.55 0.16 6.19 -1.28
N 1.43 -1.11 3.63 0.82
C 1.60 -2.23 4.56 -1.32
C 2.67 -0.31 3.52 -0.72
H -3.56 0.34 2.72 0.48
H -3.23 -1.37 2.95 0.49
H -2.34 -0.43 1.69 0.03
H -2.37 -0.89 5.60 0.32
H -1.94 0.85 5.67 0.30
H -3.44 0.34 4.91 0.38
H 1.29 2.64 4.65 0.21
H -0.35 2.54 4.01 0.01
H -0.11 2.56 5.79 0.54
H -0.03 0.74 6.92 0.50
H 0.17 -0.88 6.24 0.42
H 1.60 0.14 6.50 0.29
H 0.69 -2.85 4.60 0.27
H 2.41 -2.82 4.12 0.44
H 1.93 -1.92 5.56 0.43
H 2.80 0.14 2.54 -0.04
H 2.72 0.46 4.30 0.28
H 3.49 -1.02 3.65 0.52

=====

(2)
283
Properties=species:S:1:pos:R:3:mulliken_charge:R:1 method="wB97M-V/def2-TZVPD" lumo_energy_ev=0.49 e_tot_ev=-153300.5910
C -1.06 -6.10 1.56 1.92
C -1.46 -7.56 1.84 -0.80
C -0.35 -8.28 1.04 -0.84
O 0.83 -7.50 1.13 -0.18
C 0.37 -6.17 0.99 1.61
H -1.06 -5.53 2.48 -0.86
H -1.80 -5.62 0.93 -0.64
H -2.42 -7.72 1.36 0.42
H -1.45 -7.75 2.93 0.27
H -0.63 -8.20 0.01 0.35
H -0.14 -9.29 1.31 0.48
H 0.40 -5.87 -0.11 -0.54
H 1.03 -5.45 1.50 -1.23
C 3.81 5.28 6.61 -0.72
C 3.65 4.08 5.60 0.27
C 3.05 4.77 4.38 0.08
O 2.31 5.87 4.88 -0.48
C 2.57 6.05 6.24 -0.45
H 4.72 5.88 6.42 0.31
H 3.93 4.92 7.65 0.35
H 2.93 3.41 6.08 -0.43
H 4.58 3.53 5.43 0.54
H 2.32 4.24 3.80 -0.37
H 3.80 5.14 3.69 0.43
H 1.66 5.82 6.84 0.16
H 2.69 7.14 6.40 0.37
C -5.73 -2.20 -3.95 -0.43
C -6.40 -3.54 -4.21 -0.64
C -5.57 -4.53 -3.36 -0.73
O -4.37 -3.81 -2.97 0.19
C -4.88 -2.50 -2.70 1.38
H -6.45 -1.43 -3.83 0.21
H -5.01 -2.02 -4.80 0.28
H -6.34 -3.87 -5.29 0.31
H -7.49 -3.64 -3.90 0.21
H -5.25 -5.37 -3.94 0.42
H -6.16 -4.82 -2.51 0.31
H -4.06 -1.82 -2.47 -0.81
H -5.52 -2.53 -1.82 -0.73
C -0.58 -4.34 5.50 0.00
C 0.47 -3.35 5.06 -0.14
C -0.24 -2.89 3.71 2.11
O -1.61 -3.28 3.78 -0.18
C -1.86 -3.72 5.13 -1.00
H -0.54 -4.63 6.57 0.47
H -0.49 -5.30 4.97 -0.29
H 1.37 -3.84 4.78 -0.10
H 0.61 -2.47 5.64 0.36
H 0.24 -3.19 2.84 -1.82
H -0.24 -1.81 3.74 -0.34
H -2.64 -4.45 5.18 0.47
H -2.26 -2.83 5.76 0.28
C 4.55 0.10 3.66 -0.86
C 3.40 0.90 3.04 2.03
C 2.17 0.26 3.73 1.74
O 2.64 -0.14 5.04 -0.34
C 4.06 -0.31 5.05 -0.82
H 5.42 0.72 3.67 0.79
H 4.77 -0.80 3.10 0.08
H 3.36 0.92 1.96 -0.64
H 3.41 1.91 3.50 -0.68
H 1.89 -0.59 3.13 -1.23
H 1.31 0.94 4.02 -0.55
H 4.29 -1.40 5.24 0.21
H 4.51 0.24 5.88 0.28
C 2.39 -2.28 -4.39 0.29
C 3.81 -2.78 -4.35 -0.72
C 4.36 -2.49 -2.93 -0.80
O 3.26 -2.08 -2.21 0.31
C 2.49 -1.31 -3.21 0.89
H 1.67 -3.03 -4.25 -0.05
H 2.17 -1.71 -5.33 0.01
H 4.37 -2.29 -5.13 0.32
H 3.83 -3.86 -4.55 0.24
H 5.13 -1.72 -3.01 0.38
H 4.88 -3.38 -2.54 0.27
H 3.05 -0.44 -3.52 -0.16
H 1.57 -1.09 -2.75 -0.92
C -4.40 4.75 3.47 0.03
C -5.82 5.32 3.35 -0.69
C -5.96 5.30 1.86 0.11
O -4.74 5.70 1.29 -0.50
C -3.65 4.96 2.10 0.40
H -4.45 3.71 3.64 -0.25
H -3.77 5.22 4.20 0.36
H -5.87 6.29 3.76 0.30
H -6.55 4.61 3.83 0.33
H -6.75 5.90 1.39 0.38
H -6.23 4.28 1.54 -0.28
H -2.78 5.57 2.02 0.23
H -3.53 4.03 1.60 -0.32
C -6.42 0.56 -1.15 0.51
C -6.19 1.46 -2.35 -0.22
C -6.48 2.87 -1.80 -0.26
O -6.67 2.75 -0.37 -0.54
C -6.13 1.54 0.02 0.07
H -5.73 -0.30 -1.18 -0.84
H -7.40 0.12 -1.15 0.38
H -6.88 1.29 -3.16 0.72
H -5.12 1.39 -2.77 -0.37
H -7.38 3.34 -2.23 0.32
H -5.67 3.60 -1.85 -0.09
H -6.64 1.22 0.94 0.53
H -5.03 1.48 0.17 -0.17
C 6.44 2.50 0.26 -0.94
C 6.22 1.01 0.21 -0.12
C 4.97 0.81 -0.65 0.37
O 4.17 1.98 -0.39 -0.03
C 4.98 3.04 0.13 -0.13
H 6.98 2.83 -0.64 0.29
H 6.86 2.83 1.17 0.40
H 5.97 0.68 1.26 -0.07
H 7.09 0.49 -0.28 0.41
H 4.40 -0.10 -0.31 -0.74
H 5.17 0.84 -1.71 0.29
H 4.57 3.36 1.08 -0.16
H 4.94 3.91 -0.52 0.49
C 1.22 4.81 -4.07 2.02
C 1.81 6.18 -3.72 -0.06
C 2.66 6.53 -4.91 -0.73
O 2.66 5.33 -5.79 -0.50
C 1.39 4.69 -5.53 -0.20
H 0.22 4.58 -3.81 -0.20
H 1.99 4.13 -3.61 -1.25
H 2.34 6.09 -2.73 -0.08
H 0.99 6.85 -3.53 0.20
H 3.76 6.64 -4.79 0.35
H 2.38 7.45 -5.42 0.19
H 1.44 3.72 -5.91 -0.24
H 0.60 5.29 -6.04 0.42
C 3.95 -4.88 0.77 0.71
C 4.42 -3.46 1.17 0.16
C 3.93 -3.34 2.69 0.97
O 3.07 -4.44 2.87 -0.07
C 3.66 -5.48 2.21 0.19
H 4.67 -5.44 0.17 0.66
H 2.99 -4.83 0.17 -0.76
H 3.88 -2.57 0.65 -0.37
H 5.51 -3.21 1.10 0.40
H 3.39 -2.43 2.85 -1.39
H 4.69 -3.45 3.45 0.18
H 3.08 -6.42 2.29 -1.24
H 4.63 -5.74 2.61 0.45
O -0.25 -6.31 -4.80 -0.65
C -0.45 -6.14 -3.61 0.43
O 0.52 -6.22 -2.67 -0.08
C 1.86 -6.60 -3.24 -0.48
C 2.95 -6.19 -2.33 -0.06
C -1.78 -5.76 -3.01 -0.46
H 1.95 -6.09 -4.24 0.34
H 2.01 -7.67 -3.44 0.28
H 3.07 -5.11 -2.20 -0.33
H 3.84 -6.64 -2.78 0.49
H 2.84 -6.64 -1.32 -0.03
H -2.42 -5.31 -3.78 0.18
H -1.70 -5.05 -2.18 -0.37
H -2.23 -6.68 -2.70 0.71
O 3.59 -7.77 4.56 -0.59
C 2.48 -8.05 4.24 0.12
O 2.09 -9.25 3.74 -0.36
C 3.14 -10.12 3.29 -0.35
C 3.51 -9.73 1.87 -0.57
C 1.26 -7.14 4.44 0.30
H 2.68 -11.14 3.23 0.30
H 4.02 -10.07 3.94 0.33
H 4.22 -10.38 1.40 0.49
H 3.83 -8.65 1.93 0.05
H 2.59 -9.71 1.27 0.02
H 0.33 -7.75 4.48 0.35
H 1.37 -6.42 3.61 -0.61
H 1.36 -6.49 5.31 0.59
O -1.48 1.71 -4.34 -0.41
C -0.77 0.92 -4.93 0.91
O -0.59 -0.32 -4.46 -0.53
C -1.48 -0.85 -3.50 0.47
C -1.24 -2.33 -3.37 0.15
C 0.11 1.10 -6.11 -0.75
H -2.49 -0.70 -3.87 0.79
H -1.33 -0.34 -2.51 -0.51
H -1.98 -2.81 -2.71 -0.83
H -0.21 -2.53 -3.06 -0.47
H -1.50 -2.81 -4.36 0.61
H 0.94 1.77 -5.89 -0.42
H -0.42 1.56 -6.95 0.50
H 0.48 0.13 -6.46 0.29
O 0.39 7.70 -0.48 -0.62
C -0.39 7.01 0.03 0.75
O -0.12 6.29 1.16 -0.16
C 1.23 6.31 1.58 -0.87
C 2.07 5.23 0.87 0.41
C -1.83 6.78 -0.41 -0.42
H 1.21 6.22 2.65 0.24
H 1.61 7.28 1.38 0.41
H 1.74 4.20 1.12 -0.15
H 3.09 5.27 1.21 0.38
H 1.92 5.33 -0.20 -0.17
H -2.51 7.37 0.16 0.43
H -2.16 5.75 -0.30 -0.20
H -1.85 7.07 -1.46 0.06
O 3.52 2.62 -5.01 -0.33
C 4.60 3.13 -5.07 0.54
O 5.20 3.45 -6.19 -0.37
C 4.37 3.28 -7.32 0.40
C 5.18 3.84 -8.51 -1.46
C 5.35 3.52 -3.78 -0.64
H 3.47 3.88 -7.20 -0.01
H 4.27 2.18 -7.48 0.24
H 5.13 4.97 -8.53 0.29
H 4.74 3.54 -9.43 0.41
H 6.24 3.59 -8.45 0.34
H 5.98 4.43 -3.92 0.40
H 6.02 2.75 -3.41 0.38
H 4.63 3.66 -2.98 -0.12
O -6.78 -1.22 1.44 -0.55
C -7.10 -2.25 0.85 0.89
O -6.17 -3.15 0.42 -0.42
C -4.81 -2.88 0.91 1.06
C -4.07 -4.13 0.51 -0.63
C -8.46 -2.69 0.39 -1.36
H -4.83 -2.78 2.04 0.82
H -4.39 -2.01 0.44 -0.63
H -3.15 -4.12 1.12 -0.46
H -3.71 -4.08 -0.53 -0.07
H -4.58 -5.05 0.88 0.48
H -8.54 -3.76 0.33 0.38
H -8.70 -2.38 -0.62 0.24
H -9.30 -2.34 1.02 0.38
O -2.60 -0.31 -0.36 -0.61
C -2.64 0.81 0.13 -0.01
O -2.78 1.01 1.44 0.61
C -3.28 -0.11 2.20 0.63
C -3.08 0.22 3.65 -1.28
C -2.55 2.07 -0.67 -0.29
H -2.77 -1.03 2.03 0.09
H -4.27 -0.31 1.88 -0.11
H -3.72 1.09 3.93 0.29
H -2.06 0.56 3.79 -0.04
H -3.25 -0.64 4.31 0.25
H -2.50 1.70 -1.70 -0.22
H -1.58 2.55 -0.57 -0.04
H -3.33 2.72 -0.37 0.51
O -2.53 6.83 -6.58 -0.61
C -2.24 7.14 -5.45 0.69
O -2.58 6.37 -4.44 -0.13
C -3.08 5.05 -4.72 -0.69
C -3.23 4.40 -3.31 -0.02
C -1.51 8.41 -5.07 -0.86
H -2.44 4.43 -5.38 0.22
H -4.07 5.08 -5.25 0.44
H -3.84 5.10 -2.70 0.39
H -2.19 4.36 -2.95 -0.34
H -3.57 3.40 -3.36 0.13
H -0.59 8.51 -5.71 0.25
H -1.15 8.29 -4.06 0.14
H -2.16 9.25 -5.16 0.35
O 0.88 1.39 0.92 -0.43
C 0.89 1.11 -0.28 0.52
O 0.87 -0.19 -0.59 0.94
C 0.79 -1.05 0.57 0.84
C 0.33 -2.41 0.15 0.92
C 1.03 1.98 -1.44 -1.43
H 0.18 -0.51 1.29 0.38
H 1.80 -1.04 0.99 -0.38
H -0.67 -2.34 -0.32 -0.90
H 0.16 -2.97 1.04 -0.32
H 0.99 -2.94 -0.60 -0.41
H 2.09 1.94 -1.66 0.33
H 0.85 2.97 -1.15 0.75
H 0.40 1.71 -2.30 -0.50
O 0.61 3.50 7.25 -0.52
C 0.32 2.39 7.00 0.90
O -0.74 1.99 6.17 -0.33
C -1.42 3.16 5.56 -0.39
C -0.58 3.82 4.48 0.63
C 1.02 1.21 7.60 -0.85
H -1.76 3.83 6.34 0.45
H -2.29 2.67 5.14 -0.08
H 0.41 4.13 4.91 -0.48
H -1.11 4.69 4.07 0.19
H -0.26 3.20 3.64 -0.08
H 1.36 1.45 8.59 0.45
H 1.90 0.89 7.01 -0.18
H 0.37 0.27 7.62 0.27

=====

(3)
11
Properties=species:S:1:pos:R:3:mulliken_charge:R:1 method="wB97M-V/def2-TZVPD" lumo_energy_ev=0.54 e_tot_ev=-10003.4209
O 0.08 -1.56 0.92 -0.57
C -0.04 -0.62 0.16 0.63
C -0.17 0.85 0.59 -0.56
O -0.31 0.94 2.01 -0.54
C 0.16 -0.63 -1.36 -0.29
F -0.40 0.47 -2.00 -0.28
H 0.74 1.35 0.34 0.32
H -0.96 1.22 0.07 0.39
H -0.03 0.10 2.44 0.34
H 1.24 -0.55 -1.49 0.25
H -0.30 -1.57 -1.68 0.32

=====

(4)
27
Properties=species:S:1:pos:R:3:mulliken_charge:R:1 method="wB97M-V/def2-TZVPD" lumo_energy_ev=0.08 e_tot_ev=-22407.6753
C -0.86 1.15 -1.29 -0.75
C -0.99 2.08 0.91 -0.71
C -0.70 -0.14 -0.80 -0.56
C -0.73 0.86 1.41 -0.87
C -1.07 2.30 -0.49 0.38
C -0.65 -0.26 0.55 1.26
C -1.53 4.79 -0.50 -0.81
C -0.10 -3.66 -0.63 -0.60
C -0.99 3.68 -0.98 -0.29
C 0.67 -2.71 -0.17 0.33
C 2.03 -2.18 -0.65 -1.08
N -0.39 -1.44 1.04 -0.15
P -0.32 -1.85 2.68 -0.22
H -0.83 1.28 -2.34 0.41
H -1.23 2.76 1.64 0.35
H -0.39 -0.92 -1.35 0.78
H -0.53 0.78 2.51 0.16
H -1.54 5.74 -1.06 0.25
H -2.21 4.89 0.37 0.24
H -1.07 -3.79 -0.15 0.25
H 0.11 -4.36 -1.50 0.28
H -0.45 3.75 -1.94 0.23
H 2.82 -2.46 -0.04 0.35
H 1.93 -1.08 -0.58 0.32
H 2.28 -2.69 -1.54 0.38
H -0.77 -3.15 2.27 0.04
H 1.00 -2.37 2.85 0.02

=====

(5)
9
Properties=species:S:1:pos:R:3:mulliken_charge:R:1 method="wB97M-V/def2-TZVPD" lumo_energy_ev=0.18 e_tot_ev=-25750.4262
N -0.37 0.11 1.63 -0.42
S 1.30 0.86 0.85 -0.40
H -0.60 -0.52 0.85 0.15
H 0.07 -0.13 2.51 0.35
H -0.98 0.84 1.73 0.31
N 0.52 0.15 -2.39 -0.39
C -0.11 -0.56 -1.62 0.47
S -1.08 -1.68 -1.10 -0.40
H 1.25 0.93 -2.47 0.33

=====

(6)
16
Properties=species:S:1:pos:R:3:mulliken_charge:R:1 method="wB97M-V/def2-TZVPD" lumo_energy_ev=0.98 e_tot_ev=-8762.6637
H 0.21 -2.82 -2.09 0.25
N -0.12 -2.07 -1.48 -0.56
C 0.78 -1.31 -1.03 -0.17
C 0.46 -0.17 -0.14 0.46
N 1.35 0.95 -0.06 -0.53
N 0.10 -0.82 1.13 -0.76
C -0.92 -0.02 0.38 0.10
C -1.42 1.31 0.86 -1.34
H 1.82 -1.27 -1.41 0.28
H 1.18 1.61 -0.81 0.24
H 2.33 0.66 -0.09 0.25
H 0.52 -0.31 1.90 0.30
H -1.65 -0.67 -0.08 0.44
H -2.16 1.17 1.64 0.35
H -0.59 1.91 1.25 0.40
H -1.88 1.86 0.04 0.28